# C37H60BrFN5O24P2

A cluster of 7 separate species, C37H60BrFN5O24P2 in total at a distorted geometry (ωB97M-V/def2-TZVPD, the Open Molecules 2025 dataset).

Summary:
Total charge ... +1
HOMO ... -11.73 eV
Maximum force ... 0.1981 Eh/bohr
E ... -187247.68626 eV
LUMO ... -5.2 eV

Geometry as XYZ:
```
130
Properties=species:S:1:pos:R:3:lowdin_charge:R:1
C 1.2832 5.6089 0.9882 -0.1801
C 0.6265 4.1439 1.3540 -0.3969
P -1.2286 3.9754 0.9303 1.0192
C -1.9013 5.6317 0.2610 -0.4052
C -3.5302 5.8406 0.5478 -0.1602
N -1.5262 2.6034 -0.1680 -0.1586
C -1.2453 2.7721 -1.6391 -0.1204
C -2.3565 3.6592 -2.4670 -0.1521
O -1.6084 4.6465 -3.3095 -0.1504
C -1.1828 3.9112 -4.5429 -0.1013
O -2.0063 4.0745 -5.6154 -0.0168
C -1.9756 1.4152 0.3491 -0.1774
N -2.2416 0.1493 -0.4066 -0.0910
O -1.1571 -0.4423 -0.9117 -0.1325
C -0.8586 -1.7325 -0.2612 -0.1055
C 0.7798 -1.9763 -0.4870 -0.2514
C 1.1689 -1.8034 -2.1046 -0.0823
C 1.5308 -0.8539 0.4616 -0.1652
C 3.1310 -0.6573 0.1378 -0.3515
C 3.4519 0.4728 -1.0154 -0.1159
C 3.8082 -0.0687 1.5472 -0.1065
C -3.4187 0.2009 -1.3358 -0.2212
O -3.5947 -0.8660 -2.1644 0.0154
N -4.4074 1.3333 -1.4986 0.1240
C -5.4742 1.3485 -0.4268 -0.2098
O -6.2490 0.2947 -0.1107 0.0231
F -5.6416 2.6527 0.3158 -0.0445
N -2.1773 1.3541 1.8782 -0.2714
C -0.8726 0.9034 2.5603 -0.2037
C -0.8016 1.4491 4.1042 -0.1644
N 0.0151 0.9781 5.1028 0.0575
P -3.4769 0.1211 2.1701 0.6417
O -2.9475 -1.1132 3.2784 -0.3792
Br -5.2812 1.0850 3.2204 0.2837
H 0.8183 6.5072 1.6216 0.0868
H 1.2043 5.8480 -0.1733 0.0912
H 2.4470 5.6226 1.2544 0.1014
H 1.2785 3.3369 0.7853 0.0912
H 0.7612 3.9159 2.5080 0.0917
H -1.3721 6.4892 0.9009 0.1006
H -1.6125 5.8646 -0.8627 0.0880
H -4.1809 5.1136 -0.1014 0.0551
H -3.6952 5.6979 1.7161 0.0927
H -3.7918 6.9658 0.2635 0.1003
H -0.2225 3.3843 -1.7157 0.1599
H -1.0745 1.7889 -2.2445 0.1441
H -2.9446 2.9159 -3.1849 0.1343
H -3.1421 4.2122 -1.7993 0.1197
H -0.1897 3.2823 -4.5712 0.1634
H -1.1725 -1.7990 0.8658 0.1161
H -1.3817 -2.5651 -0.9297 0.1532
H 1.0889 -3.0888 -0.2233 0.1483
H 2.3448 -1.9053 -2.2753 0.0952
H 0.6478 -2.6132 -2.7712 0.0885
H 0.8758 -0.7504 -2.5306 0.0739
H 1.3557 -1.1850 1.5928 0.1155
H 1.0395 0.2265 0.3747 0.0991
H 3.5902 -1.7038 -0.1661 0.1440
H 4.0768 1.3894 -0.6432 0.0809
H 2.4390 0.8796 -1.4690 0.0605
H 4.0446 -0.0011 -1.9365 0.0931
H 3.3507 -0.7403 2.4138 0.0735
H 4.9827 -0.1115 1.5400 0.0958
H 3.3948 1.0243 1.7210 0.0896
H -4.9394 1.1261 -2.3959 0.1676
H -0.6452 -0.2356 2.4208 0.1087
H -0.0132 1.4804 1.9657 0.1073
H -1.5017 2.3781 4.3680 0.1332
H -0.1654 1.5620 5.9541 0.0487
H -3.6259 -1.8544 3.3617 0.0884
C 0.8818 2.1251 -7.1700 -0.1494
C 1.8244 2.0318 -8.3257 -0.1303
O 2.9456 1.3646 -7.7781 0.0488
C 2.4990 0.6585 -6.6985 -0.5125
O 3.1635 -0.1643 -6.0909 0.1377
O 1.2122 0.9925 -6.3884 0.0545
H -0.1654 2.0882 -7.4827 0.1411
H 1.0428 3.0273 -6.5707 0.1213
H 1.4209 1.4300 -9.1469 0.1418
H 2.1082 3.0148 -8.7116 0.1410
C -1.0955 -4.7777 1.6491 -0.1406
C -1.0153 -5.6371 2.8689 -0.1265
O 0.3617 -5.6137 3.1936 0.0622
C 0.8785 -4.4736 2.6488 -0.5064
O 1.9992 -4.0488 2.8752 0.1366
O -0.0223 -3.8709 1.8190 0.0076
H -2.0469 -4.2435 1.5779 0.1318
H -0.9360 -5.3453 0.7263 0.1434
H -1.5839 -5.2247 3.7091 0.1397
H -1.3520 -6.6602 2.6800 0.1476
C 1.4774 -6.9346 6.3756 -0.1443
C 2.4771 -8.0453 6.3714 -0.1380
O 1.6878 -9.1943 6.6144 0.0679
C 0.4166 -8.8938 6.2177 -0.5137
O -0.4873 -9.7078 6.1274 0.1365
O 0.2894 -7.5645 5.9343 0.0497
H 1.7574 -6.1199 5.7021 0.1276
H 1.3099 -6.5264 7.3778 0.1360
H 2.9746 -8.1564 5.4022 0.1385
H 3.2364 -7.9247 7.1489 0.1385
C -8.5125 -1.1015 -2.0867 -0.1559
C -7.5128 -2.2122 -2.0908 -0.1512
O -8.3021 -3.3612 -1.8478 0.0653
C -9.5733 -3.0607 -2.2446 -0.5113
O -10.4772 -3.8747 -2.3348 0.1427
O -9.7005 -1.7314 -2.5279 0.0670
H -8.2325 -0.2868 -2.7602 0.1331
H -8.6800 -0.6933 -1.0845 0.1285
H -7.0153 -2.3233 -3.0601 0.1375
H -6.7535 -2.0916 -1.3133 0.1205
C 5.5920 3.3842 -6.4475 -0.1416
C 6.6721 2.3649 -6.2818 -0.1319
O 6.9842 2.4424 -4.9039 0.0706
C 5.8841 2.9513 -4.2758 -0.5133
O 5.7409 2.9953 -3.0653 0.1240
O 4.9654 3.4032 -5.1787 0.0519
H 4.8775 3.1106 -7.2287 0.1214
H 5.9882 4.3825 -6.6610 0.1375
H 6.3283 1.3505 -6.5101 0.1391
H 7.5517 2.5878 -6.8920 0.1401
C 4.6089 -0.7891 6.9199 -0.1394
C 3.7123 -1.6054 6.0466 -0.1398
O 3.8385 -0.9856 4.7809 0.0374
C 5.0382 -0.3343 4.7757 -0.5029
O 5.5464 0.1654 3.7859 0.1150
O 5.5952 -0.3162 6.0219 0.0697
H 5.0639 -1.3811 7.7188 0.1388
H 4.0931 0.0695 7.3626 0.1358
H 4.0426 -2.6464 5.9652 0.1368
H 2.6728 -1.5878 6.3853 0.1358
```